(1)
This record from OMol25 describes a 5-piece molecular cluster, C4H16O4 overall in a non-equilibrium geometry. The level of theory is ωB97M-V with the def2-TZVPD basis set.

Last column: Mulliken charge in e.
Geometry (Å):
O  0.50  2.64  0.06  -0.9245
O  3.68  1.57  0.32  -0.7563
O  -0.54  1.49  2.43  -1.2756
O  0.03  -1.27  3.60  -0.8154
C  0.41  -2.24  -2.32  -1.1244
C  -0.29  -1.41  -1.18  -0.4883
C  -2.46  -0.29  -1.34  -0.7343
C  -1.24  -0.33  -1.72  -0.1223
H  0.44  -1.06  -0.41  0.3501
H  0.75  -1.66  -3.20  0.3126
H  -0.06  2.09  0.73  0.1831
H  -0.93  1.78  3.30  0.5388
H  -1.18  0.98  1.91  0.3570
H  -0.80  0.28  -2.48  0.3007
H  0.95  -1.02  3.59  0.3735
H  -0.86  -2.25  -0.60  0.1837
H  -0.33  -0.31  3.51  0.3474
H  -3.14  0.54  -1.65  0.2936
H  -0.19  -2.92  -3.10  0.2805
H  -2.86  -1.08  -0.65  0.2993
H  3.17  1.99  0.92  0.3325
H  0.49  3.40  0.70  0.4573
H  1.15  -3.04  -1.97  0.3026
H  3.31  2.11  -0.44  0.3285

Calculated values
Net charge: -1
ΔE to the lowest compared entry with this formula, charge and spin: 36.0 kcal/mol
Highest occupied orbital energy (spin up / spin down): 0.2 / -7.3 eV
Spin multiplicity: 2


(2)
This record from OMol25 describes C49H45ClCrP3 as an isolated structure in a non-equilibrium geometry. The level of theory is ωB97M-V with the def2-TZVPD basis set.

Last column: Mulliken charge in e.
Geometry (Å):
Cr  -0.25  0.70  0.16  -0.4263
Cl  -1.27  1.77  1.88  -0.4638
P  -0.02  -1.56  1.06  2.7726
P  -2.22  0.67  -1.23  2.3943
P  1.89  1.65  0.60  2.2015
C  4.31  0.76  -2.60  -0.6904
C  -0.37  -2.88  -0.16  1.1421
C  -4.80  4.48  -1.70  -0.6963
C  -5.39  3.23  -1.87  -0.9776
C  4.92  2.99  -1.87  -0.7484
C  1.07  4.30  0.96  -0.4690
C  -4.63  2.07  -1.69  -0.5250
C  0.19  -3.87  -2.31  -0.6999
C  1.01  -2.98  3.33  -0.4306
C  -3.25  0.11  -3.82  -0.5100
C  2.86  4.82  3.05  -0.7964
C  -5.11  -0.82  1.30  -0.8672
C  -2.06  -1.19  -5.49  -0.7012
C  1.08  5.55  1.58  -0.6674
C  -3.45  4.58  -1.38  -0.6232
C  -3.20  -0.49  -5.08  -0.8409
C  2.35  -3.05  1.32  -0.3074
C  3.14  1.79  -0.74  0.4171
C  2.73  0.66  1.89  0.0073
C  1.86  -3.91  3.93  -0.8325
C  1.97  5.81  2.64  -0.5694
C  -0.96  -1.26  -4.64  -0.7379
C  3.92  2.94  -0.89  -0.7847
C  -3.49  -1.81  -0.76  -0.1597
C  0.37  -2.87  -1.36  -0.5542
C  2.86  3.57  2.43  0.1436
C  -4.26  0.05  0.61  -0.3229
C  -0.98  -0.63  -3.40  0.3794
C  3.33  0.70  -1.61  -0.3094
C  2.68  -0.17  4.17  -0.8465
C  -1.46  -1.60  2.18  -1.5671
C  3.90  -0.81  3.96  -0.5612
C  2.97  -4.40  3.24  -0.5797
C  -1.35  -4.99  -0.82  -0.5668
C  5.12  1.90  -2.72  -0.7034
C  4.54  -0.71  2.72  -0.8682
C  -2.15  0.01  -2.94  0.2689
C  2.09  0.57  3.14  -0.1039
C  -1.19  -3.98  0.13  -1.1733
C  -3.25  2.17  -1.40  1.1404
C  -3.44  -0.44  -0.42  0.0780
C  -0.68  -4.93  -2.04  -0.8963
C  -2.66  3.43  -1.25  -0.6622
C  3.21  -3.96  1.93  -0.9596
C  -4.28  -2.68  -0.01  -0.6364
C  -5.10  -2.19  1.01  -0.7271
C  1.94  3.29  1.40  -0.2766
C  1.22  -2.57  2.00  1.0459
C  3.96  0.03  1.69  -0.5778
H  2.16  -0.26  5.13  0.4645
H  5.54  3.88  -1.95  0.4425
H  3.65  -5.10  3.71  0.4196
H  -5.11  1.10  -1.79  0.4645
H  -0.06  -1.81  -4.94  0.4537
H  -2.90  -2.18  -1.60  0.2580
H  5.90  1.94  -3.48  0.4059
H  2.57  -2.72  0.30  0.3169
H  1.13  1.07  3.30  0.5221
H  0.73  -3.82  -3.26  0.4603
H  -1.64  -2.59  2.59  0.6664
H  -0.84  -5.70  -2.80  0.4367
H  4.46  0.10  0.72  0.4687
H  1.68  -4.23  4.96  0.4275
H  -5.72  -2.88  1.58  0.4364
H  4.35  -1.40  4.76  0.4387
H  -3.00  5.56  -1.22  0.4548
H  5.49  -1.21  2.55  0.4383
H  3.57  2.82  2.75  0.4869
H  -5.78  -0.43  2.07  0.4339
H  -4.06  -0.41  -5.75  0.4494
H  4.09  -4.33  1.39  0.4744
H  -5.41  5.38  -1.81  0.4106
H  -2.03  -5.82  -0.61  0.4991
H  -4.13  0.67  -3.53  0.3616
H  -4.25  1.11  0.85  0.4407
H  0.17  -2.58  3.92  0.3868
H  1.96  6.78  3.13  0.4133
H  -1.27  -0.90  3.01  0.6700
H  3.56  5.01  3.87  0.4369
H  -2.03  -1.67  -6.46  0.4142
H  -0.09  -0.64  -2.78  -0.1294
H  -4.25  -3.74  -0.25  0.5287
H  4.46  -0.08  -3.28  0.4553
H  -2.35  -1.25  1.67  -0.4313
H  1.07  -2.05  -1.56  0.3628
H  2.72  -0.20  -1.51  0.6158
H  3.76  3.81  -0.24  0.3818
H  0.22  1.36  -1.42  0.7811
H  0.39  4.10  0.13  0.2400
H  -1.60  3.50  -1.03  -0.0933
H  -1.71  -4.07  1.08  0.3645
H  0.39  6.33  1.24  0.4408
H  0.47  0.54  -1.39  -0.3727
H  -6.45  3.14  -2.14  0.4297

Calculated values
Net charge: +2
Highest occupied orbital energy (spin up / spin down): -13.7 / -13.8 eV
Spin multiplicity: 4


(3)
This record from OMol25 describes C20H23HgPSe2 as an isolated structure in a non-equilibrium geometry. The level of theory is ωB97M-V with the def2-TZVPD basis set.

Last column: Mulliken charge in e.
Geometry (Å):
Hg  0.14  -0.10  0.22  1.0834
Se  -1.89  -0.46  1.96  -0.5308
Se  1.91  -0.35  2.03  -0.4781
P  -0.08  -0.26  3.24  0.3231
C  -0.29  -1.56  5.67  -0.4343
C  0.15  1.26  4.24  0.6649
C  -0.34  -1.41  -1.57  -0.7064
C  1.04  -1.55  -2.17  -0.9280
C  -0.33  -4.13  4.52  -0.6752
C  -0.15  -3.00  3.70  -0.4480
C  1.52  2.50  5.83  -0.6242
C  1.30  1.35  5.05  -0.3301
C  1.10  1.02  -2.64  -0.6499
C  -0.47  -3.97  5.90  -0.4358
C  -1.41  -0.75  -2.43  -0.8439
C  1.91  -0.26  -2.30  -0.4905
C  -0.71  2.35  4.13  -0.4480
C  0.36  1.63  -1.49  -0.3995
C  -1.98  0.63  -1.97  -0.4878
C  -0.14  -1.73  4.29  0.7935
C  -1.03  1.51  -1.22  -0.7832
C  -0.51  3.49  4.94  -0.5472
C  0.61  3.56  5.79  -0.4316
C  -0.45  -2.70  6.48  -0.6312
H  0.94  2.26  -0.84  0.5382
H  -1.20  4.32  4.90  0.3994
H  -2.88  0.44  -1.34  0.2947
H  -0.69  -2.28  -1.03  0.6077
H  -0.57  -2.57  7.55  0.3872
H  2.38  2.54  6.50  0.3650
H  -0.61  -4.85  6.54  0.3480
H  1.82  1.78  -2.97  0.4008
H  2.66  -0.45  -3.08  0.4377
H  -0.06  -3.11  2.63  0.3227
H  2.03  0.54  5.07  0.3885
H  -0.28  -0.56  6.11  0.3162
H  2.48  -0.09  -1.37  0.1368
H  -1.02  -0.64  -3.46  0.3906
H  -2.36  1.17  -2.86  0.3320
H  0.77  4.44  6.42  0.3639
H  -1.44  2.11  -0.42  0.4806
H  -2.25  -1.48  -2.48  0.3465
H  0.43  0.81  -3.50  0.2760
H  0.91  -1.99  -3.17  0.3650
H  -0.35  -5.12  4.08  0.3908
H  1.60  -2.26  -1.53  0.2321
H  -1.58  2.29  3.47  0.3183

Calculated values
ΔE to the lowest compared entry with this formula, charge and spin: 17.9 kcal/mol
Highest occupied orbital energy: -6.6 eV


Energy? In order: -462.850356 -4422.410853 -6073.508256 hartree.